ORCA calculation (the ωB97M-V functional and the def2-TZVPD basis) on C43H45N5NaO2P2Si2 as an isolated structure.

Geometry as XYZ:
```
100
C43H45N5NaO2P2Si2 | OMol25 | the ωB97M-V functional and the def2-TZVPD basis
Na -0.71801 -0.07456 -0.00268
C -0.68245 2.12451 4.03327
Si -0.66280 0.31480 3.47700
C -2.48250 -0.19459 3.32534
C -0.02988 -0.68234 4.96039
N 0.12175 0.10733 2.00413
P 1.67155 -0.01008 1.56780
C 2.05411 0.01882 -0.00291
P 1.67886 -0.04638 -1.57524
N 0.12918 -0.14822 -2.01286
Si -0.72447 -0.22017 -3.45581
C -1.54600 -1.91232 -3.68668
C 0.22182 0.07760 -5.07069
C -2.14718 1.03431 -3.47222
C 2.42897 1.38583 -2.46187
C 1.65391 2.47392 -2.83687
C 2.23241 3.61799 -3.37218
C 3.60629 3.68687 -3.54303
C 4.39757 2.60846 -3.16158
C 3.81235 1.47517 -2.61924
C 2.52752 -1.48062 -2.37942
C 3.02813 -1.48935 -3.67740
C 3.58724 -2.63968 -4.22222
C 3.64476 -3.80774 -3.47524
C 3.14689 -3.81137 -2.17763
C 2.60175 -2.65743 -1.63845
C 2.55011 1.31635 2.50414
C 2.65935 2.56002 1.88870
C 3.18467 3.64863 2.56562
C 3.62826 3.50858 3.87497
C 3.54462 2.26926 4.49395
C 3.00561 1.18519 3.81190
C 2.36394 -1.53758 2.33947
C 3.74388 -1.69679 2.47564
C 4.28598 -2.89850 2.90148
C 3.45414 -3.97730 3.18488
C 2.08304 -3.83670 3.03846
C 1.54770 -2.62354 2.62206
H -1.32327 2.29044 4.90353
H -1.04460 2.75934 3.21938
H 0.32692 2.46424 4.28111
H -3.00112 -0.10456 4.28330
H -2.56887 -1.23255 2.99096
H -3.00731 0.43564 2.60542
H -0.59810 -0.38409 5.84724
H 1.02765 -0.51149 5.16841
H -0.16253 -1.75741 4.82079
H -0.77739 -2.69058 -3.68897
H -2.11152 -1.98612 -4.61928
H -2.23164 -2.12607 -2.86328
H 0.87031 -0.76609 -5.31534
H 0.83865 0.97816 -5.04396
H -0.50492 0.18754 -5.88185
H -2.77367 0.92998 -2.58337
H -2.78595 0.90258 -4.34974
H -1.76864 2.06056 -3.48562
H 0.57773 2.42027 -2.71040
H 1.60600 4.45509 -3.65848
H 4.06002 4.57577 -3.96492
H 5.47400 2.65477 -3.27721
H 4.43831 0.65289 -2.29252
H 2.98031 -0.59271 -4.28371
H 3.97747 -2.61741 -5.23318
H 4.08009 -4.70692 -3.89511
H 3.19991 -4.71245 -1.57734
H 2.25831 -2.64193 -0.60820
H 2.34504 2.64895 0.85311
H 3.26014 4.60847 2.06778
H 4.04378 4.35841 4.40343
H 3.89766 2.14168 5.51063
H 2.94465 0.22716 4.31451
H 4.40074 -0.87194 2.22315
H 5.36032 -2.99879 3.00095
H 3.87447 -4.92062 3.51286
H 1.42485 -4.67134 3.25191
H 0.47399 -2.51304 2.51474
O -8.61412 0.62540 -0.03885
N -7.64010 1.35282 -0.02975
O -7.70694 2.56058 0.08409
C -6.29246 0.70422 -0.03613
C -6.32110 -0.64451 -0.11461
C -5.10831 -1.39654 -0.13835
C -5.10163 -2.80033 -0.22119
C -3.90011 -3.45410 -0.24707
C -2.72365 -2.68772 -0.19467
N -2.70668 -1.37777 -0.11267
C -3.88190 -0.72346 -0.08005
C -3.86718 0.72895 0.01693
N -2.65656 1.30469 0.09267
C -2.57081 2.60825 0.19517
C -3.69988 3.43390 0.22167
C -4.94610 2.87064 0.14218
C -5.06871 1.46904 0.03908
H -7.26943 -1.15762 -0.16361
H -6.03771 -3.34323 -0.26575
H -3.84053 -4.53100 -0.31405
H -1.75511 -3.17582 -0.23437
H -1.56984 3.02117 0.26504
H -3.58322 4.50538 0.30632
H -5.82272 3.49282 0.16221
```

Results
- E: -95620.276 eV
- LUMO: 0.0198 Eh
- Spin multiplicity: 1
- Charge: -1
- Molecular weight: 805.0 u
- Highest occupied orbital energy: -3.6 eV

Results of the Mulliken charge analysis, in e, for atoms 1 through 99: 0.98, -1.00, -0.38, -0.75, -1.07, 0.28, 1.86, -1.76, 1.70, 0.42, -0.30, -0.99, -1.16, -0.83, 0.35, -0.48, -0.76, -0.44, -0.70, -0.43, -0.21, -0.12, -0.83, -0.49, -0.58, -0.51, -0.12, -0.54, -0.58, -0.50, -0.82, -0.06, 0.12, -0.41, -0.76, -0.50, -0.78, -0.24, 0.38, 0.24, 0.22, 0.48, 0.19, -0.04, 0.45, 0.24, 0.33, 0.28, 0.37, 0.12, 0.30, 0.32, 0.47, -0.01, 0.40, 0.28, 0.18, 0.41, 0.36, 0.39, 0.46, 0.52, 0.38, 0.36, 0.43, 0.18, 0.33, 0.42, 0.35, 0.38, 0.31, 0.49, 0.40, 0.37, 0.39, 0.37, -0.67, 1.06, -0.65, -0.84, -0.55, 1.21, -0.79, -1.03, -0.85, 0.50, -0.23, -0.35, 0.65, -0.87, -1.09, -0.56, 1.26, 0.61, 0.44, 0.44, 0.54, 0.70, 0.41